Entry 1:
15
Properties=species:S:1:pos:R:3:forces:R:3:mulliken_charge:R:1 method="wB97M-V/def2-TZVPD" lumo_energy_ev=0.482 homo_energy_ev=-9.3 fmax_ev_per_a=1.4 gap_ha=0.3582 de_lowest_kj_mol=142.4 multiplicity=1
C -1.4129 1.7365 -0.9187 0.85 0.17 -0.61 -0.312
C -0.1575 1.5906 -1.4670 -0.64 -0.06 0.61 -0.207
N 0.1560 0.2683 -1.2557 0.07 0.42 -0.51 -0.020
C -0.9177 -0.3143 -0.6852 -0.23 -0.06 0.77 -0.244
N -1.8518 0.5557 -0.3706 -0.16 -0.27 -1.05 -0.562
H -2.0193 2.6101 -1.0876 -0.20 0.04 0.64 0.385
H 0.4800 2.2992 -1.9626 0.14 -0.10 0.01 0.369
H 1.0233 -0.1825 -1.4596 0.21 -0.18 -0.28 0.175
H -0.9920 -1.3880 -0.6193 0.05 0.00 0.46 0.412
O 1.4043 1.2410 2.0777 -0.58 -0.16 -0.55 -0.635
H 1.3218 0.5823 1.3834 0.75 -0.62 -0.08 0.307
H 0.5491 1.6375 1.8860 -0.23 0.77 0.58 0.329
O 0.9770 -3.6859 1.1817 1.00 -0.81 0.44 -0.633
H 1.1794 -3.8776 2.1158 -0.23 0.22 -0.63 0.331
H 0.2604 -3.0727 1.1818 -0.78 0.62 0.20 0.304

---

Entry 2:
99
Properties=species:S:1:pos:R:3:forces:R:3:mulliken_spin:R:1 method="wB97M-V/def2-TZVPD" lumo_energy_ev="-4.374 / -8.503" charge=+1 homo_energy_ev="-10.2 / -10.2" fmax_ev_per_a=3.9 gap_ha="0.2143 / 0.0625" multiplicity=2
C 4.3022 -0.4581 16.5194 0.59 -1.52 -0.32 0.000
N 3.2447 0.5019 16.0933 0.50 -0.87 2.98 -0.001
O 2.2995 0.6118 16.8586 0.14 0.10 -1.06 0.000
O 3.4697 1.1636 15.1212 -0.20 0.74 -1.57 0.002
H 4.0404 -1.0193 17.4164 -0.21 0.84 0.15 0.000
H 5.2988 -0.0170 16.5358 -0.39 0.52 0.17 0.000
H 4.3710 -1.2636 15.7883 -0.31 0.28 -0.43 0.000
C 3.5405 -3.8276 16.6157 -1.01 -1.20 -0.34 0.000
O 2.5201 -2.8617 16.8143 -0.67 0.62 -1.33 0.000
C 1.4606 -2.9200 15.8368 -0.42 -0.78 -0.29 0.000
C 1.6414 -2.1728 14.4886 0.81 -0.30 2.68 0.001
O 2.9811 -2.4389 14.1220 -0.23 -0.07 -0.83 0.001
C 3.2922 -1.8612 12.8787 -0.19 0.72 0.42 0.000
H 3.0481 -4.7598 16.3391 -0.21 -0.52 0.51 0.000
H 4.0485 -3.9784 17.5682 0.26 0.23 -0.28 0.000
H 4.1564 -3.7447 15.7202 0.53 1.05 0.33 0.000
H 0.5230 -2.5820 16.2780 0.24 0.35 0.39 0.000
H 1.2364 -3.9499 15.5592 0.40 -0.46 0.27 0.000
H 1.4705 -1.1360 14.7782 0.24 0.59 -0.75 0.000
H 0.8892 -2.5124 13.7766 0.09 -0.05 -0.20 0.000
H 4.2921 -2.1463 12.5516 -0.26 -0.35 -0.08 -0.001
H 3.2972 -0.7811 13.0254 0.19 0.51 0.01 0.003
H 2.4853 -2.0393 12.1678 0.22 -0.47 -0.44 0.000
C 7.9164 -0.1806 18.4005 0.90 -0.58 -1.30 0.000
O 9.3279 -0.4231 18.0610 -0.28 1.18 1.33 0.000
C 9.7854 -1.7296 17.7913 0.23 -0.55 0.25 0.000
C 11.3159 -1.9447 17.5696 -0.49 0.67 -0.39 0.000
O 11.7228 -1.6116 16.2607 -0.14 -0.12 -0.68 0.000
C 11.7230 -0.2268 15.9619 -0.71 0.00 0.35 0.000
H 7.6982 0.7537 18.9176 1.09 0.24 0.02 0.000
H 7.4153 -0.9216 19.0234 0.35 -0.59 -0.25 0.000
H 7.4684 -0.0753 17.4124 -0.69 -0.30 0.07 0.000
H 9.3411 -2.1101 16.8715 -0.23 -0.07 -0.28 0.000
H 9.5120 -2.4248 18.5850 -0.24 0.01 0.32 0.000
H 11.4677 -3.0194 17.6700 -0.07 -0.07 -0.12 0.000
H 12.0437 -1.4788 18.2339 -0.52 0.34 0.68 0.000
H 10.7924 0.2688 16.2384 -0.34 -0.22 0.15 0.000
H 11.7818 -0.1203 14.8788 0.60 0.00 0.12 0.000
H 12.4812 0.3026 16.5390 0.49 0.02 -0.34 0.000
C 5.0132 -0.7793 20.8901 0.26 1.79 -0.86 0.000
C 5.3208 -0.5468 22.1936 0.32 0.65 1.08 0.000
C 5.1720 -1.5444 23.0964 0.46 -0.68 1.35 0.000
C 4.7509 -2.7741 22.7133 -0.37 -1.95 -1.12 0.000
C 4.4342 -3.0376 21.3590 -0.03 0.70 0.86 0.000
C 4.5606 -1.9965 20.4554 -0.46 -0.88 0.01 0.000
H 5.0851 0.1042 20.2732 -0.06 -0.18 -0.68 0.000
H 5.6342 0.3686 22.6735 0.13 0.59 -0.90 0.000
H 5.4540 -1.4041 24.1294 -0.08 0.16 0.14 0.000
H 4.7464 -3.5522 23.4622 -0.33 -0.24 -0.08 0.000
H 4.0024 -3.9530 20.9821 0.18 -0.31 0.39 0.000
H 4.2017 -2.1879 19.4549 0.18 0.31 -0.26 0.000
C 7.5556 -3.4360 14.3760 0.82 -1.23 -0.23 0.000
C 6.8291 -2.3200 14.0530 -0.33 1.01 1.03 0.000
C 7.4803 -1.2507 13.5042 0.40 0.28 -1.38 -0.003
C 8.8394 -1.3512 13.1481 -1.68 3.47 -0.42 0.000
C 9.5650 -2.3737 13.5367 1.24 -3.16 0.81 0.000
C 8.8995 -3.4888 14.0430 0.36 -0.21 1.03 0.000
H 7.1478 -4.2769 14.9174 -0.31 -0.05 -0.11 0.000
H 5.8376 -2.1257 14.4343 -0.30 -0.49 -0.15 0.000
H 6.8980 -0.3623 13.3095 0.16 0.28 -0.14 0.003
H 9.4033 -0.5550 12.6850 -0.44 0.58 -0.02 0.000
H 10.6437 -2.3236 13.5249 0.08 -0.32 -0.37 0.000
H 9.4821 -4.3500 14.3352 -0.01 -0.14 0.04 0.000
C 4.7507 3.4188 9.7710 -0.15 0.07 0.61 0.146
C 4.1840 2.4378 8.9404 -0.68 -1.33 -0.57 0.273
C 3.4823 1.3122 9.4258 -0.45 -0.69 2.68 0.032
C 3.3599 1.1576 10.8228 0.67 1.16 -1.24 0.134
C 3.9480 2.1708 11.6711 -0.79 -0.35 -0.69 0.136
C 4.5328 3.3239 11.1244 0.67 0.82 -0.26 0.074
H 5.2785 4.1946 9.2362 0.06 0.40 0.56 0.008
H 4.2219 2.5467 7.8666 0.16 0.16 -0.12 0.005
H 3.0090 0.5771 8.7917 0.13 0.16 -0.30 0.001
H 2.8318 0.4097 11.3955 -0.14 -0.46 -0.70 0.016
H 3.8472 2.0512 12.7397 0.14 0.03 0.26 0.160
H 4.8040 4.1116 11.8118 0.31 0.07 -0.08 0.003
C 0.6167 0.5251 20.0105 1.84 -0.84 0.38 0.000
C 1.8862 0.3822 20.6512 0.06 2.58 -0.33 0.000
C 2.0388 0.2148 22.0222 -2.20 -0.65 -0.30 0.000
C 0.8485 -0.0853 22.6597 -2.67 -0.35 0.93 0.000
C -0.4607 -0.1132 22.0610 3.19 -0.17 -0.42 0.000
C -0.5048 0.1498 20.6846 -1.73 -0.04 1.65 0.000
H 0.4846 0.9101 19.0101 0.53 -0.19 -0.20 0.000
H 2.7567 0.8585 20.2250 0.12 -0.38 -0.92 0.000
H 2.9206 0.3734 22.6253 0.24 -0.26 -0.50 0.000
H 0.7708 -0.3002 23.7153 0.62 0.15 0.33 0.000
H -1.2948 -0.3501 22.7048 -0.18 0.00 -0.31 0.000
H -1.4829 0.1509 20.2267 -0.05 0.17 -0.35 0.000
C -0.5414 2.9082 15.8510 -0.70 -2.12 -0.65 0.002
C 0.0280 2.0818 14.8537 0.65 1.73 1.03 0.006
C 0.5840 2.6875 13.7362 0.05 -1.02 0.08 -0.004
C 0.4469 4.0397 13.4912 -1.06 1.14 1.46 0.001
C -0.2288 4.8160 14.4695 -0.63 -0.76 0.21 0.000
C -0.7615 4.2470 15.6611 0.71 0.37 -1.98 0.001
H -0.9949 2.3397 16.6494 -0.02 0.37 0.50 0.000
H 0.1624 1.0298 15.0578 -0.07 -0.03 -0.12 0.000
H 1.1267 2.0095 13.0941 0.02 0.13 -0.61 0.005
H 0.7133 4.5232 12.5629 0.33 -0.11 -0.05 -0.003
H -0.5224 5.8398 14.2905 0.37 0.17 -0.30 0.000
H -1.4622 4.8118 16.2581 0.38 0.12 0.35 0.000

---

Entry 3:
93
Properties=species:S:1:pos:R:3:forces:R:3:mulliken_charge:R:1 method="wB97M-V/def2-TZVPD" lumo_energy_ev=-13.407 charge=+4 homo_energy_ev=-18.4 fmax_ev_per_a=3.7 gap_ha=0.1840 multiplicity=1
Hf 1.3045 -0.9025 0.3163 -1.25 0.23 -3.27 -0.397
P -0.5357 -2.4825 1.3731 -1.25 -1.07 1.14 1.279
P 0.8713 0.8534 2.1465 -0.49 2.67 2.58 1.394
P 3.0807 -1.8147 1.8933 2.66 -1.56 1.97 0.876
H 5.5662 -2.1967 -2.9832 -0.16 -0.23 0.59 0.168
C 5.4189 -2.9410 -2.1983 -0.07 -0.87 -0.06 -0.500
C 4.2495 -3.4150 -1.7359 1.09 -0.31 -0.59 -0.471
H 3.2633 -3.0284 -2.0011 0.18 -0.10 -0.17 0.265
C -2.1102 -2.7898 0.5172 -0.18 0.30 -0.51 -1.266
C -1.0650 -2.0607 3.0833 0.23 0.39 -0.03 -1.359
C 0.0546 -4.2000 1.5767 0.53 -0.10 -0.31 -1.264
C 1.8347 2.3905 1.8161 0.30 -0.08 -0.55 -1.386
C -0.7657 1.6286 2.5109 -0.31 -0.16 -0.44 -0.737
C 1.3675 0.5501 3.9055 0.19 -0.64 -0.02 -1.399
C 4.1164 -3.1112 1.1670 -0.24 0.18 -0.85 -1.186
C 2.7499 -2.6508 3.4786 -0.78 0.26 0.41 -1.269
C 4.4163 -0.6401 2.3339 -0.16 0.70 -0.22 -1.229
H 6.3554 -3.4248 -1.8885 -0.45 0.14 -0.12 0.306
H 4.2842 -4.3064 -1.0952 -0.18 0.45 -0.45 0.472
H -1.9717 -2.7292 -0.5678 -0.11 -0.12 0.12 0.313
H -2.8915 -2.0796 0.8102 0.16 -0.04 0.00 0.235
H -2.4377 -3.8051 0.7733 -0.04 0.33 -0.05 0.599
H -1.3920 -1.0157 3.1546 -0.03 -0.39 0.00 0.181
H -0.2404 -2.2119 3.7906 -0.19 -0.04 -0.18 0.385
H -1.8958 -2.7149 3.3680 0.12 0.04 -0.08 0.601
H 0.7864 -4.4094 0.7895 -0.08 -0.32 0.12 0.323
H -0.8024 -4.8684 1.4448 0.26 0.05 0.06 0.530
H 0.5064 -4.3911 2.5550 -0.12 0.15 -0.21 0.344
H 1.7318 3.0915 2.6574 -0.06 -0.36 -0.14 0.562
H 1.4675 2.8883 0.9102 0.01 -0.08 0.11 0.294
H 2.8994 2.1707 1.6746 -0.17 0.09 0.14 0.345
H -0.6083 2.3778 3.2981 0.10 -0.23 -0.15 0.688
H -1.5219 0.9154 2.8579 0.25 0.19 -0.10 0.252
H -1.1639 2.1571 1.6377 0.10 -0.09 0.10 -0.165
H 1.2439 1.4816 4.4744 -0.01 -0.14 -0.33 0.579
H 2.4049 0.2214 4.0020 -0.20 0.16 0.00 0.388
H 0.7386 -0.2163 4.3692 0.00 0.19 -0.11 0.406
H 5.0493 -3.2512 1.7281 -0.36 0.09 0.12 0.510
H 4.3661 -2.7558 0.1576 0.19 -0.36 0.54 0.063
H 3.5561 -4.0526 1.0995 0.23 0.18 -0.04 0.552
H 3.7118 -2.7655 3.9944 -0.19 0.06 -0.15 0.555
H 2.3233 -3.6451 3.3136 0.15 0.22 -0.03 0.393
H 2.0687 -2.0716 4.1049 0.17 -0.20 0.13 0.314
H 5.1646 -1.1983 2.9155 -0.27 0.17 -0.13 0.606
H 4.0487 0.2122 2.9165 0.27 -0.19 -0.11 0.329
H 4.8912 -0.2561 1.4211 -0.04 -0.13 0.22 0.292
C 1.4757 -0.3715 -2.3840 0.83 0.37 0.22 1.201
C 1.8653 0.5862 -1.3622 0.55 -0.55 -0.12 -0.150
C 3.2554 0.6748 -1.0243 0.65 -0.12 -0.73 -0.157
C 4.1902 0.0602 -1.8667 0.20 0.31 1.29 -0.521
C 3.7774 -0.5928 -3.0412 -0.44 0.25 -1.23 -1.164
C 2.4378 -0.7929 -3.3241 0.14 -0.51 0.20 -0.790
S 0.0358 -1.2650 -2.1674 0.34 -0.56 0.42 -0.111
H -0.7073 -0.2669 -0.3970 -1.34 1.07 0.42 -0.489
H 1.2504 1.4667 -1.2023 -0.55 -0.04 0.44 -0.286
H 3.5961 1.2752 -0.1686 -0.12 0.00 -0.65 0.669
H 5.2627 0.1160 -1.6253 -0.58 -0.02 -0.17 0.488
H 4.5155 -0.9687 -3.7595 -0.41 0.36 0.37 0.808
H 2.0850 -1.4290 -4.1513 0.41 0.38 0.30 0.507
C -6.1085 2.6591 1.6133 0.49 -0.19 -0.12 -0.675
C -5.3618 1.5865 2.1155 0.16 0.02 -0.17 -0.632
C -4.1981 1.1583 1.4545 -0.15 -0.08 0.21 -0.335
C -3.7680 1.7935 0.2868 0.27 -0.39 1.02 0.761
C -4.4820 2.8953 -0.1925 0.16 0.08 -0.45 -0.481
C -5.6484 3.3162 0.4669 0.12 -0.20 0.05 -0.720
Sb -2.0836 0.9544 -0.8823 -2.10 2.12 -0.67 1.187
C -3.4234 0.3319 -2.4719 0.47 -0.27 -0.08 0.921
C -3.0416 0.4909 -3.8029 0.36 -0.33 -0.38 -0.175
C -3.8503 -0.0392 -4.8165 -0.04 0.20 0.26 -0.722
C -5.0428 -0.7012 -4.5019 0.28 0.19 0.24 -0.629
C -5.4576 -0.7680 -3.1676 0.14 0.24 -0.03 -0.628
C -4.6592 -0.2387 -2.1488 0.03 -0.42 0.36 -0.681
C -1.0686 2.7542 -1.5290 0.19 -0.26 0.08 1.305
C -0.2270 2.7217 -2.6443 0.38 -0.17 -0.28 -0.725
C 0.4796 3.8622 -3.0406 -0.21 0.07 0.09 -0.836
C 0.3158 5.0681 -2.3473 -0.10 -0.37 0.08 -0.764
C -0.5469 5.1084 -1.2479 -0.04 -0.02 0.06 -0.786
C -1.2403 3.9612 -0.8372 0.02 -0.04 0.28 -0.348
H -7.0227 2.9835 2.1200 0.39 -0.11 -0.23 0.433
H -5.6779 1.0810 3.0289 0.07 0.10 -0.29 0.459
H -3.6332 0.3152 1.8609 -0.24 0.15 -0.04 0.134
H -4.1536 3.4315 -1.0850 -0.17 -0.13 0.18 0.469
H -6.2007 4.1710 0.0767 0.20 -0.22 0.03 0.458
H -2.1219 1.0230 -4.0617 -0.28 -0.29 -0.01 0.258
H -3.5439 0.0685 -5.8534 -0.06 0.03 0.16 0.447
H -5.6480 -1.1454 -5.2941 0.17 0.15 0.26 0.442
H -6.4073 -1.2346 -2.9161 0.17 0.14 -0.01 0.445
H -5.0101 -0.2749 -1.1149 0.11 -0.10 -0.28 0.444
H -0.1023 1.7971 -3.2174 -0.03 0.34 0.13 0.429
H 1.1506 3.8105 -3.8975 -0.23 0.03 0.15 0.491
H 0.8528 5.9648 -2.6652 -0.18 -0.31 0.13 0.468
H -0.6715 6.0423 -0.6913 -0.07 -0.36 -0.24 0.470
H -1.9276 4.0234 0.0104 0.24 0.02 -0.19 0.335

---

Entry 4:
17
Properties=species:S:1:pos:R:3:forces:R:3:mulliken_charge:R:1 method="wB97M-V/def2-TZVPD" lumo_energy_ev=0.858 homo_energy_ev=-8.1 fmax_ev_per_a=1.9 gap_ha=0.3310 de_lowest_kj_mol=261.0 multiplicity=1
C -0.3482 2.6231 0.8006 1.02 -1.10 -1.11 -0.899
C 0.5012 1.7353 0.2746 0.74 -0.74 -0.41 -0.378
C 0.2172 0.3570 -0.1497 0.03 -0.99 -0.49 0.631
C -1.2006 -0.0312 -0.3918 -0.16 -0.35 0.22 -0.451
C -1.9443 -0.9023 0.2794 0.36 -0.12 1.08 -0.600
C 1.2551 -0.4657 -0.4703 -0.35 1.28 -0.13 -0.126
C 1.3105 -1.9486 -0.3965 -1.00 -0.52 -1.08 -1.076
H -1.3655 2.2547 0.8895 -0.16 0.96 0.22 0.347
H 0.1115 3.5920 0.9430 -0.87 0.22 0.69 0.285
H 1.5923 1.8685 0.2586 -0.39 0.68 -0.16 0.253
H -1.5885 0.4357 -1.3004 -0.26 0.38 0.46 0.340
H -3.0200 -1.0018 0.2715 -0.06 -0.12 -0.93 0.290
H -1.4925 -1.5128 1.0628 0.01 0.41 0.12 0.222
H 2.1010 0.0949 -0.8765 0.53 -0.38 0.89 0.315
H 0.4499 -2.3137 0.1586 0.33 -0.05 0.59 0.244
H 2.2685 -2.2920 -0.0128 -0.13 0.02 0.31 0.313
H 1.1523 -2.4930 -1.3405 0.38 0.44 -0.26 0.291